Record 1
# C32H28N7S3Ti

A molecular structure, C32H28N7S3Ti at a distorted geometry (wB97M-V/def2-TZVPD, the OMol25 dataset).

Computed properties:
* orbital gap (alpha / beta): 5.0613 / 5.0364 eV
* charge: -1
* relative energy (zero: lowest compared OMol25 entry of this formula, charge and spin): 0.000 eV

Cartesian coordinates (Å):
1 Ti -0.321 -0.521 0.256
2 N -1.953 -4.481 1.813
3 C -1.516 -3.376 1.088
4 S -2.026 -1.790 1.615
5 N -0.739 -3.592 0.077
6 N -0.371 -2.380 -0.487
7 C -0.004 -2.344 -1.780
8 C 0.557 -3.526 -2.466
9 C 0.128 -3.900 -3.740
10 C 0.657 -5.018 -4.369
11 C 1.619 -5.785 -3.729
12 C 2.041 -5.430 -2.453
13 C 1.513 -4.315 -1.825
14 C -0.254 -1.106 -2.433
15 C 0.171 -0.763 -3.745
16 C -0.311 0.374 -4.325
17 C -1.197 1.216 -3.616
18 C -1.447 0.915 -2.303
19 N -0.968 -0.182 -1.695
20 H -2.826 -4.325 2.291
21 H -1.925 -5.337 1.278
22 H -0.640 -3.316 -4.233
23 H 0.309 -5.295 -5.357
24 H 2.034 -6.658 -4.218
25 H 2.791 -6.025 -1.946
26 H 1.838 -4.032 -0.834
27 H 0.866 -1.409 -4.263
28 H -0.002 0.638 -5.330
29 H -1.602 2.115 -4.056
30 H -2.025 1.573 -1.664
31 S 2.972 -1.485 -0.088
32 C 2.554 0.044 -0.634
33 N 1.434 0.724 -0.385
34 C 1.440 1.984 -0.987
35 C 0.448 2.954 -0.860
36 C 0.596 4.161 -1.523
37 C 1.719 4.424 -2.306
38 C 2.724 3.477 -2.420
39 C 2.578 2.268 -1.753
40 S 3.670 0.924 -1.679
41 H -0.416 2.746 -0.243
42 H -0.179 4.913 -1.430
43 H 1.813 5.372 -2.820
44 H 3.607 3.674 -3.013
45 C -3.325 4.054 1.251
46 C -2.724 3.149 2.335
47 C -3.848 2.605 3.225
48 C -1.744 3.965 3.190
49 C -2.007 2.031 1.700
50 C -1.405 1.111 1.173
51 H -3.869 4.887 1.706
52 H -4.013 3.489 0.621
53 H -2.538 4.462 0.613
54 H -4.382 3.427 3.711
55 H -3.441 1.946 3.993
56 H -4.558 2.027 2.632
57 H -2.259 4.807 3.660
58 H -0.931 4.352 2.574
59 H -1.311 3.340 3.972
60 N 3.709 -0.739 6.769
61 C 3.109 -0.708 5.790
62 C 2.353 -0.669 4.560
63 C 1.786 -1.830 4.052
64 C 1.068 -1.742 2.873
65 N 0.910 -0.593 2.218
66 C 1.457 0.515 2.708
67 C 2.189 0.530 3.883
68 H 1.898 -2.779 4.555
69 H 0.611 -2.617 2.432
70 H 1.290 1.419 2.139
71 H 2.618 1.449 4.254

Here are the Löwdin charges for atoms 1 to 2, given in e:
1 Ti 0.73
2 N 0.03

Record 2
# C32H29Br2IrN4O3S

A molecular structure, C32H29Br2IrN4O3S (wB97M-V/def2-TZVPD, the OMol25 dataset).

Computed properties:
* orbital gap: 6.5193 eV
* relative energy (zero: lowest compared OMol25 entry of this formula, charge and spin): 0.694 eV

Cartesian coordinates (Å):
1 Ir -0.428 -0.109 0.061
2 C -3.956 -1.262 -0.578
3 N -2.539 -1.343 -0.966
4 C -2.216 -2.770 -1.089
5 C -2.410 -0.613 -2.222
6 C -2.676 -1.200 -3.443
7 C -2.637 -0.445 -4.614
8 C -2.350 0.907 -4.540
9 C -2.067 1.505 -3.315
10 C -2.074 0.754 -2.141
11 N -1.653 1.181 -0.896
12 C -1.913 2.354 -0.227
13 C -2.469 3.532 -0.730
14 C -2.590 4.650 0.088
15 C -2.170 4.630 1.407
16 C -1.676 3.441 1.943
17 C -1.585 2.323 1.148
18 N -1.248 0.984 1.682
19 C -2.506 0.377 2.173
20 C -0.311 1.014 2.826
21 H -4.573 -1.833 -1.282
22 H -4.095 -1.673 0.422
23 H -4.284 -0.228 -0.605
24 H -3.008 -3.319 -1.610
25 H -1.287 -2.909 -1.636
26 H -2.111 -3.193 -0.089
27 H -2.935 -2.250 -3.495
28 H -2.848 -0.912 -5.567
29 H -2.311 1.503 -5.443
30 H -1.765 2.541 -3.277
31 H -2.794 3.584 -1.758
32 H -2.999 5.562 -0.329
33 H -2.231 5.517 2.022
34 H -1.391 3.402 2.986
35 H -2.846 0.911 3.063
36 H -3.261 0.462 1.404
37 H -2.326 -0.669 2.422
38 H -0.786 1.472 3.695
39 H -0.036 -0.013 3.063
40 H 0.581 1.573 2.559
41 Br 1.630 -3.945 2.814
42 C 1.784 -3.570 0.975
43 C 2.548 -4.416 0.154
44 C 2.693 -4.156 -1.178
45 Br 3.745 -5.325 -2.237
46 C 2.078 -3.027 -1.764
47 C 2.173 -2.653 -3.124
48 C 1.543 -1.527 -3.560
49 C 0.778 -0.762 -2.661
50 N 0.635 -1.107 -1.406
51 C 1.304 -2.201 -0.926
52 C 1.143 -2.451 0.474
53 O 0.443 -1.621 1.187
54 H 3.033 -5.277 0.592
55 H 2.754 -3.261 -3.804
56 H 1.613 -1.210 -4.591
57 H 0.273 0.139 -2.982
58 O 6.169 0.084 4.419
59 C 5.412 1.195 4.270
60 O 5.581 2.125 5.006
61 C 4.397 1.191 3.170
62 C 3.812 2.408 2.839
63 C 2.851 2.482 1.845
64 C 2.461 1.337 1.149
65 S 1.251 1.494 -0.127
66 C 3.059 0.117 1.472
67 C 4.005 0.046 2.477
68 H 5.975 -0.551 3.724
69 H 4.110 3.289 3.392
70 H 2.372 3.425 1.613
71 H 2.751 -0.778 0.953
72 H 4.405 -0.933 2.722

Here are the Löwdin charges for atoms 1 to 2, given in e:
1 Ir 1.18
2 C -0.07

Record 3
# C32H29CuN4O5S

A molecular structure, C32H29CuN4O5S at a distorted geometry (wB97M-V/def2-TZVPD, the OMol25 dataset).

Computed properties:
* orbital gap (alpha / beta): 5.7946 / 5.7257 eV
* 2S+1: 2
* charge: +1
* relative energy (zero: lowest compared OMol25 entry of this formula, charge and spin): 0.000 eV

Cartesian coordinates (Å):
1 Cu -0.052 0.310 -0.121
2 O -5.311 6.594 2.132
3 C -4.837 5.874 1.079
4 O -5.053 6.332 -0.033
5 C -4.047 4.617 1.338
6 C -3.600 4.245 2.585
7 C -2.788 3.124 2.671
8 C -2.295 2.436 1.589
9 C -2.807 2.813 0.292
10 C -3.617 3.890 0.202
11 N -1.378 1.408 1.661
12 C -1.188 0.738 2.751
13 C -0.345 -0.396 2.753
14 C -0.360 -1.245 3.886
15 C 0.498 -2.328 3.910
16 C 1.274 -2.609 2.727
17 C 1.173 -1.743 1.662
18 N 0.407 -0.670 1.670
19 H -5.237 6.223 3.016
20 H -3.893 4.728 3.498
21 H -2.374 2.858 3.678
22 H -2.583 2.190 -0.559
23 H -3.878 4.292 -0.773
24 H -1.834 0.919 3.625
25 H -1.016 -0.983 4.712
26 H 0.542 -2.973 4.800
27 H 2.004 -3.424 2.675
28 H 1.764 -1.894 0.759
29 C 5.381 -4.864 -0.418
30 C 4.591 -3.674 -0.966
31 C 4.423 -2.519 -0.196
32 C 3.814 -1.402 -0.744
33 C 3.377 -1.480 -2.071
34 C 3.628 -2.598 -2.892
35 C 4.123 -3.739 -2.297
36 S 2.208 -0.227 -2.560
37 O 2.100 -0.475 -4.004
38 O 2.598 1.079 -2.073
39 N 0.780 -0.544 -1.783
40 C -0.041 -1.590 -2.204
41 C 0.228 -2.503 -3.263
42 C -0.721 -3.456 -3.600
43 C -2.021 -3.492 -3.092
44 C -2.338 -2.600 -2.038
45 C -3.569 -2.626 -1.308
46 C -3.715 -1.774 -0.249
47 C -2.697 -0.829 0.019
48 N -1.509 -0.828 -0.574
49 C -1.336 -1.682 -1.584
50 H 5.649 -4.678 0.627
51 H 6.333 -5.004 -0.975
52 H 4.874 -5.808 -0.510
53 H 4.817 -2.422 0.817
54 H 3.669 -0.480 -0.179
55 H 3.378 -2.645 -3.941
56 H 4.147 -4.649 -2.897
57 H 1.177 -2.387 -3.839
58 H -0.460 -4.161 -4.394
59 H -2.759 -4.285 -3.336
60 H -4.338 -3.330 -1.669
61 H -4.560 -1.884 0.427
62 H -2.792 -0.063 0.845
63 C 1.947 3.994 0.946
64 C 1.143 3.220 -0.057
65 C 0.606 3.948 -1.271
66 O 0.972 1.966 0.120
67 H 2.729 4.659 0.504
68 H 2.397 3.347 1.730
69 H 1.224 4.701 1.377
70 H 1.256 4.825 -1.436
71 H -0.424 4.345 -1.010
72 H 0.541 3.290 -2.168

Here are the Löwdin charges for atoms 1 to 2, given in e:
1 Cu 0.64
2 O 0.12

Record 4
# C32H30BClN6PPtS2

A molecular structure, C32H30BClN6PPtS2 at a distorted geometry (wB97M-V/def2-TZVPD, the OMol25 dataset).

Computed properties:
* orbital gap (alpha / beta): 8.6476 / 5.2675 eV
* 2S+1: 5
* charge: +3

Cartesian coordinates (Å):
1 Pt 1.594 1.582 0.000
2 C 0.581 3.282 3.093
3 C 0.969 1.849 3.175
4 N 1.236 1.096 2.138
5 C 1.559 -0.203 2.473
6 C 1.532 -0.437 3.808
7 S 1.102 0.986 4.654
8 C 1.799 -1.115 1.367
9 C 2.161 -2.423 1.377
10 S 2.263 -3.021 -0.224
11 C 1.812 -1.485 -0.851
12 N 1.605 -0.604 0.099
13 C 1.662 -1.214 -2.304
14 H 0.429 3.563 2.052
15 H 1.357 3.917 3.524
16 H -0.332 3.473 3.656
17 H 1.738 -1.359 4.328
18 H 2.376 -3.055 2.224
19 H 1.387 -2.119 -2.844
20 H 2.598 -0.849 -2.734
21 H 0.898 -0.456 -2.470
22 B 4.254 4.043 -0.598
23 N 4.647 2.625 -0.429
24 C 5.961 2.232 -0.461
25 C 6.014 0.894 -0.203
26 C 4.670 0.517 -0.014
27 N 3.866 1.563 -0.161
28 N 2.805 4.394 -0.690
29 C 2.406 5.681 -0.894
30 C 1.040 5.711 -0.997
31 C 0.650 4.378 -0.842
32 N 1.718 3.595 -0.657
33 H 4.787 4.717 0.284
34 H 4.868 4.541 -1.532
35 H 6.750 2.936 -0.666
36 H 6.885 0.264 -0.153
37 H 4.281 -0.462 0.219
38 H 3.123 6.484 -0.957
39 H 0.409 6.567 -1.159
40 H -0.345 3.968 -0.878
41 Cl -0.969 1.274 -0.948
42 C -2.655 0.924 -0.597
43 C -3.553 1.976 -0.595
44 C -4.904 1.712 -0.425
45 C -5.354 0.413 -0.258
46 C -4.457 -0.640 -0.251
47 C -3.095 -0.397 -0.424
48 P -1.946 -1.795 -0.461
49 C -2.227 -2.673 1.074
50 C -2.230 -1.873 2.226
51 C -2.487 -2.441 3.458
52 C -2.719 -3.811 3.555
53 C -2.687 -4.609 2.417
54 C -2.422 -4.054 1.177
55 C -2.181 -2.683 -1.986
56 C -1.689 -3.983 -2.181
57 C -1.772 -4.563 -3.431
58 C -2.283 -3.841 -4.507
59 C -2.753 -2.544 -4.325
60 C -2.694 -1.957 -3.076
61 H -3.206 2.990 -0.741
62 H -5.610 2.531 -0.440
63 H -6.411 0.214 -0.143
64 H -4.815 -1.656 -0.139
65 H -2.057 -0.805 2.144
66 H -2.516 -1.822 4.344
67 H -2.932 -4.255 4.518
68 H -2.883 -5.670 2.495
69 H -2.424 -4.685 0.299
70 H -1.251 -4.538 -1.363
71 H -1.418 -5.574 -3.582
72 H -2.302 -4.286 -5.493
73 H -3.152 -1.986 -5.161
74 H -3.061 -0.949 -2.934

Here are the Löwdin charges for atoms 1 to 2, given in e:
1 Pt 1.13
2 C -0.04

Record 5
# C32H30BFeN13

A molecular structure, C32H30BFeN13 at a distorted geometry (wB97M-V/def2-TZVPD, the OMol25 dataset).

Computed properties:
* orbital gap (alpha / beta): 8.0435 / 6.2163 eV
* 2S+1: 6
* charge: +1
* relative energy (zero: lowest compared OMol25 entry of this formula, charge and spin): 2.056 eV

Cartesian coordinates (Å):
1 Fe -0.079 0.254 -0.705
2 C -0.709 0.017 3.477
3 C -0.425 -0.719 2.332
4 N 0.242 0.023 1.452
5 N 0.422 1.221 2.023
6 C -0.152 1.256 3.233
7 B 1.280 2.285 1.350
8 N 2.341 1.604 0.457
9 C 3.667 1.800 0.503
10 C 4.223 1.264 -0.638
11 C 3.139 0.747 -1.336
12 N 2.013 0.938 -0.659
13 N 0.385 3.087 0.388
14 C -0.030 4.363 0.423
15 C -0.765 4.606 -0.720
16 C -0.750 3.392 -1.405
17 N -0.069 2.482 -0.719
18 N 1.977 3.134 2.379
19 C 2.672 4.284 2.191
20 C 3.380 4.547 3.337
21 C 3.063 3.481 4.191
22 N 2.235 2.650 3.601
23 H -1.240 -0.303 4.349
24 H -0.656 -1.744 2.125
25 H -0.127 2.136 3.840
26 H 4.141 2.292 1.328
27 H 5.251 1.255 -0.929
28 H 3.146 0.287 -2.299
29 H 0.194 5.004 1.251
30 H -1.240 5.519 -1.008
31 H -1.200 3.137 -2.341
32 H 2.620 4.825 1.268
33 H 4.034 5.372 3.535
34 H 3.402 3.295 5.191
35 C -5.003 -4.949 1.258
36 C -3.882 -4.082 0.794
37 C -2.737 -4.642 0.219
38 C -1.739 -3.840 -0.264
39 C -1.819 -2.429 -0.167
40 N -0.907 -1.623 -0.696
41 C 0.353 -1.898 -1.060
42 C 1.188 -2.799 -0.355
43 C 2.425 -3.148 -0.832
44 C 2.895 -2.640 -2.045
45 C 4.236 -3.028 -2.566
46 C 2.105 -1.727 -2.732
47 C 0.870 -1.294 -2.247
48 N 0.086 -0.427 -3.025
49 C 0.247 -0.153 -4.349
50 C -0.816 0.618 -4.745
51 C -1.603 0.761 -3.595
52 N -1.048 0.133 -2.577
53 C -2.969 -1.853 0.440
54 C -3.976 -2.699 0.889
55 N -3.082 -0.466 0.584
56 C -4.109 0.150 1.223
57 C -3.894 1.500 1.161
58 C -2.693 1.629 0.459
59 N -2.203 0.448 0.115
60 H -4.637 -5.923 1.574
61 H -5.555 -4.487 2.073
62 H -5.702 -5.115 0.438
63 H -2.649 -5.715 0.146
64 H -0.878 -4.269 -0.753
65 H 0.826 -3.214 0.571
66 H 3.033 -3.850 -0.286
67 H 4.548 -3.988 -2.166
68 H 4.241 -3.073 -3.651
69 H 4.971 -2.283 -2.263
70 H 2.487 -1.336 -3.663
71 H 1.074 -0.504 -4.928
72 H -1.011 1.005 -5.722
73 H -2.536 1.271 -3.467
74 H -4.877 -2.297 1.319
75 H -4.919 -0.377 1.682
76 H -4.507 2.282 1.557
77 H -2.213 2.545 0.188

Here are the Löwdin charges for atoms 1 to 2, given in e:
1 Fe 0.76
2 C -0.03

Record 6
# C32H30BFeN13

A molecular structure, C32H30BFeN13 (wB97M-V/def2-TZVPD, the OMol25 dataset).

Computed properties:
* orbital gap (alpha / beta): 8.6931 / 6.1563 eV
* 2S+1: 6
* charge: +1
* relative energy (zero: lowest compared OMol25 entry of this formula, charge and spin): 0.000 eV

Cartesian coordinates (Å):
1 Fe -0.167 0.511 -0.375
2 C -0.394 0.312 3.951
3 C -0.393 -0.352 2.723
4 N 0.187 0.391 1.786
5 N 0.579 1.534 2.394
6 C 0.235 1.513 3.692
7 B 1.258 2.606 1.517
8 N 2.265 1.887 0.561
9 C 3.602 2.019 0.554
10 C 4.119 1.196 -0.424
11 C 3.002 0.576 -0.982
12 N 1.891 0.989 -0.380
13 N 0.166 3.318 0.652
14 C -0.317 4.570 0.734
15 C -1.215 4.762 -0.296
16 C -1.223 3.542 -0.973
17 N -0.407 2.672 -0.388
18 N 2.022 3.640 2.315
19 C 2.579 4.787 1.837
20 C 3.434 5.271 2.789
21 C 3.362 4.323 3.830
22 N 2.521 3.349 3.543
23 H -0.769 -0.038 4.896
24 H -0.782 -1.328 2.474
25 H 0.503 2.323 4.346
26 H 4.099 2.682 1.242
27 H 5.153 1.068 -0.693
28 H 2.951 -0.151 -1.774
29 H 0.007 5.241 1.511
30 H -1.772 5.653 -0.523
31 H -1.813 3.251 -1.826
32 H 2.344 5.160 0.853
33 H 4.026 6.168 2.745
34 H 3.879 4.321 4.776
35 C -5.221 -4.902 0.126
36 C -4.003 -4.040 -0.004
37 C -2.832 -4.532 -0.601
38 C -1.749 -3.721 -0.773
39 C -1.734 -2.360 -0.333
40 N -0.681 -1.566 -0.539
41 C 0.500 -2.136 -1.077
42 C 1.302 -2.968 -0.305
43 C 2.481 -3.485 -0.813
44 C 2.896 -3.186 -2.110
45 C 4.189 -3.725 -2.654
46 C 2.108 -2.328 -2.869
47 C 0.935 -1.794 -2.359
48 N 0.172 -0.887 -3.146
49 C 0.027 -0.881 -4.489
50 C -0.695 0.238 -4.818
51 C -0.941 0.873 -3.593
52 N -0.427 0.186 -2.582
53 C -2.932 -1.873 0.288
54 C -4.024 -2.714 0.414
55 N -3.051 -0.571 0.820
56 C -3.910 -0.212 1.815
57 C -3.779 1.129 2.014
58 C -2.796 1.527 1.094
59 N -2.349 0.503 0.383
60 H -4.947 -5.945 0.283
61 H -5.856 -4.578 0.948
62 H -5.814 -4.854 -0.791
63 H -2.800 -5.556 -0.951
64 H -0.870 -4.101 -1.273
65 H 0.985 -3.206 0.703
66 H 3.091 -4.131 -0.194
67 H 4.456 -4.664 -2.173
68 H 4.127 -3.894 -3.729
69 H 5.003 -3.019 -2.476
70 H 2.429 -2.040 -3.863
71 H 0.425 -1.677 -5.094
72 H -1.008 0.551 -5.797
73 H -1.487 1.781 -3.409
74 H -4.946 -2.329 0.824
75 H -4.521 -0.931 2.328
76 H -4.296 1.740 2.732
77 H -2.387 2.512 0.956

Here are the Löwdin charges for atoms 1 to 2, given in e:
1 Fe 0.78
2 C -0.04

Per-record E, Ha: -3663.6683, -7332.1873, -3870.4887, -3307.0642, -3237.6876, -3237.7631